# 1
Molecular formula: C5H15NS2
Method: DFT, ωB97M-V with the def2-TZVPD basis set

Computed properties:
- Gap between HOMO and LUMO: 8.62 eV
- HOMO level: -0.2953 Eh
- Total charge: 0
- Lowest unoccupied orbital energy: 0.59 eV
- Energy relative to the best compared isomer or geometry (same formula, charge and spin): 0.802 eV

Each line ends with the Löwdin charge.
Atoms and positions in Å:
C  1.95193  0.28697  -1.69844  -0.138
C  1.84278  -0.91572  -2.60125  -0.344
C  0.46390  -1.57319  -2.62699  -0.612
S  -0.26344  -2.24577  -1.09048  0.588
H  1.20017  1.07184  -1.84737  0.069
H  2.93630  0.75080  -1.78874  0.071
H  1.80924  -0.09122  -0.68488  0.047
H  2.16677  -0.70387  -3.62289  0.102
H  2.54549  -1.65941  -2.20728  0.101
H  0.48068  -2.40229  -3.33248  0.048
H  -0.23443  -0.81923  -3.01454  0.062
H  -1.05556  -1.02806  -0.72994  -0.114
N  -1.81394  0.00662  0.17466  -0.051
C  -0.82772  0.94892  0.79358  -0.336
C  -1.25807  1.35722  2.17923  -0.578
S  0.12946  2.16488  3.06137  0.696
H  -2.47216  0.54209  -0.38784  0.098
H  -2.37898  -0.36553  0.93271  0.091
H  0.08561  0.35330  0.86996  0.084
H  -0.64888  1.80145  0.13507  0.119
H  -1.60247  0.52560  2.79746  0.073
H  -2.09547  2.05833  2.08904  0.074
H  -0.47723  2.14806  4.25558  -0.151

# 2
Molecular formula: C5H15OPSi
Method: DFT, ωB97M-V with the def2-TZVPD basis set

Computed properties:
- Gap between HOMO and LUMO (spin up / spin down): 8.69 / 8.69 eV
- HOMO level (spin up / spin down): -0.3082 / -0.3082 Eh
- Total charge: 0
- Lowest unoccupied orbital energy (spin up / spin down): 0.30 / 0.30 eV
- Energy relative to the best compared isomer or geometry (same formula, charge and spin): 4.276 eV

Each line ends with the Löwdin charge.
Atoms and positions in Å:
C  0.61463  -1.59240  -1.54354  -0.228
Si  0.63624  -0.75094  0.11315  0.472
C  1.92366  0.74751  -0.01127  -0.201
C  1.05992  -1.84818  1.73705  -0.189
P  -1.41797  0.03584  0.03585  0.790
C  -1.89829  0.96725  1.52037  -0.288
C  -1.61831  1.41152  -1.22170  -0.263
O  -2.91152  -1.40684  -0.51608  -0.600
H  1.20499  -2.53051  -1.57086  0.047
H  -0.43678  -1.76783  -1.68052  -0.009
H  0.93661  -0.88430  -2.33227  0.041
H  3.00780  0.31149  0.04324  0.065
H  1.75420  1.04502  -1.05671  0.006
H  1.78421  1.51483  0.70483  -0.010
H  1.06030  -1.23526  2.67257  0.025
H  0.24876  -2.52150  1.99852  0.011
H  2.04588  -2.32732  1.62116  0.024
H  -1.69460  2.04206  1.48713  0.041
H  -2.96689  0.68359  1.85299  0.085
H  -1.30714  0.41172  2.27633  0.023
H  -0.88805  1.16478  -2.06480  0.045
H  -2.66705  1.45475  -1.78869  0.100
H  -1.46865  2.34584  -0.69474  0.012

# 3
Molecular formula: C5H16CsLiN2O6P
Method: DFT, ωB97M-V with the def2-TZVPD basis set

Computed properties:
- Gap between HOMO and LUMO: 5.05 eV
- HOMO level: -0.3535 Eh
- Total charge: +1
- Lowest unoccupied orbital energy: -4.56 eV

Each line ends with the Löwdin charge.
Atoms and positions in Å:
C  -1.31743  0.94106  -2.43626  -0.543
N  0.10726  0.77498  -2.68651  -0.510
P  0.51047  -0.81473  -2.51961  0.624
C  -0.10196  -1.90401  -3.95714  -0.335
O  2.12004  -0.87988  -2.74332  -0.274
H  -1.54988  1.76406  -1.77003  0.081
H  -1.74291  0.02713  -1.99334  0.030
H  -1.81056  1.06890  -3.45681  -0.333
H  0.68472  -2.19449  -4.67275  0.047
H  -0.90203  -1.49736  -4.55010  -0.134
H  -0.46594  -2.84244  -3.52228  0.016
H  2.56197  -0.82271  -1.88190  0.028
Cs  -1.21215  0.75007  -4.94216  1.552
C  0.51410  -0.21635  1.22583  0.020
N  1.84616  -0.79740  1.43860  -0.395
O  2.54836  -1.08701  0.50013  0.096
O  2.25838  -0.90463  2.60585  -0.087
H  0.34674  -0.13593  0.15690  0.047
H  -0.23475  -0.82566  1.71463  0.082
H  0.51570  0.75320  1.77087  0.081
C  -0.09999  3.58636  3.97912  -0.033
C  -0.64575  2.40450  3.19026  -0.746
O  -1.65100  2.54504  2.48403  -0.031
O  0.00237  1.30021  3.30771  -0.179
H  -0.70993  4.47205  3.81414  0.069
H  -0.09093  3.34867  5.04357  0.067
H  0.92657  3.79215  3.67332  0.068
O  -1.02174  -2.67365  0.52441  0.266
H  -1.45964  -3.17110  1.24782  0.189
H  -1.66223  -2.34430  -0.15433  0.176
H  -0.30369  -3.18297  0.07461  0.178
Li  2.03966  -1.23377  4.53473  0.881

# 4
Molecular formula: C5H16F9N4O15S3Y
Method: DFT, ωB97M-V with the def2-TZVPD basis set

Computed properties:
- Gap between HOMO and LUMO (spin up / spin down): 8.97 / 2.60 eV
- Multiplicity: 2
- HOMO level (spin up / spin down): -0.4431 / -0.4431 Eh
- Total charge: +1
- Lowest unoccupied orbital energy (spin up / spin down): -3.09 / -9.46 eV
- <S²>: 0.7645

Each line ends with the Löwdin charge.
Atoms and positions in Å:
Y  0.65565  -0.65922  0.15240  1.627
C  1.51683  -1.16183  4.81550  -0.650
F  1.49410  -2.32842  4.33472  0.193
F  0.24043  -0.68333  5.01902  0.086
F  2.21181  -1.14562  5.98426  0.129
S  2.46443  -0.00396  3.58900  0.557
O  1.72773  -0.15367  2.32868  -0.449
O  2.47295  1.34086  4.18930  -0.309
O  3.81346  -0.58963  3.44191  -0.323
C  0.31275  -0.15989  -4.44799  -0.489
F  0.07599  -0.81395  -5.64586  0.105
F  0.46979  1.13897  -4.81183  0.107
F  -0.75085  -0.39352  -3.56397  0.037
S  1.83808  -0.73894  -3.43397  0.577
O  2.29847  -1.93517  -4.12106  -0.281
O  2.70838  0.45630  -3.44754  -0.320
O  1.33847  -1.03223  -2.07190  -0.447
C  -3.58218  -2.27952  -1.95731  -0.503
F  -2.82439  -2.28017  -3.06048  0.161
F  -4.90689  -2.03919  -2.29884  0.127
F  -3.43795  -3.52160  -1.36242  0.114
S  -3.02390  -0.93227  -0.69552  0.667
O  -1.51348  -0.93138  -0.64876  -0.267
O  -3.53251  0.34730  -1.06542  -0.163
O  -3.60374  -1.46254  0.55166  -0.108
O  2.80078  -1.72816  0.37786  -0.060
H  3.60182  -1.29016  0.09025  0.091
H  3.10615  -2.45207  0.92460  0.098
O  0.34869  -3.03873  -0.43341  -0.060
H  1.06434  -3.56573  -0.78886  0.092
H  -0.32567  -3.67646  -0.19939  0.087
O  -0.33547  -1.78007  1.93106  -0.087
H  -0.05243  -2.63618  2.25231  0.090
H  -0.89725  -1.43675  2.62589  0.083
O  2.31921  1.04756  -0.22445  -0.067
H  2.25476  1.99338  -0.09224  0.085
H  3.15960  0.92362  -0.66561  0.086
C  -0.48814  2.25514  -1.77249  -0.704
O  -0.01327  1.24118  -1.24373  -0.054
N  -1.74297  2.38639  -2.02858  0.236
N  0.24473  3.26066  -2.13056  0.228
H  -2.04615  3.25813  -2.43876  0.140
H  -2.41448  1.75261  -1.61930  0.078
H  1.24629  3.24867  -2.00078  0.136
H  -0.18061  4.04377  -2.60588  0.137
C  -1.10200  1.80917  1.99019  -0.732
O  -0.67529  0.87065  1.41846  -0.014
N  -0.90312  3.03528  1.59742  0.206
N  -1.80856  1.86280  3.08637  0.211
H  -1.37716  3.73629  2.14877  0.129
H  -0.15381  3.16360  0.93247  0.123
H  -2.02517  0.97375  3.51388  0.129
H  -2.06821  2.70429  3.58091  0.135

# 5
Molecular formula: C5H16IN2O5
Method: DFT, ωB97M-V with the def2-TZVPD basis set

Computed properties:
- Gap between HOMO and LUMO: 7.71 eV
- HOMO level: -0.1838 Eh
- Total charge: -1
- Lowest unoccupied orbital energy: 2.71 eV
- Energy relative to the best compared isomer or geometry (same formula, charge and spin): 0.000 eV

Each line ends with the Löwdin charge.
Atoms and positions in Å:
I  -8.84567  -22.26753  16.39521  -0.090
C  -6.02670  -24.80209  15.35690  -0.304
C  -4.94390  -25.61829  14.72743  -0.274
O  -4.18960  -26.25903  15.74167  -0.071
O  -6.78417  -24.26144  14.29418  -0.134
H  -5.58866  -24.02558  15.99943  0.119
H  -6.66377  -25.40631  16.01722  0.106
H  -4.31667  -24.96315  14.10695  0.121
H  -5.39170  -26.34064  14.02865  0.119
H  -3.39549  -26.62267  15.34397  0.074
H  -7.47308  -23.71005  14.70493  -0.101
C  -7.48635  -25.24211  18.97676  -0.290
C  -7.42185  -26.19539  20.13422  -0.249
O  -6.44449  -25.82603  21.11893  -0.073
O  -7.99542  -23.99829  19.39782  -0.121
H  -8.14414  -25.66911  18.20120  0.118
H  -6.48720  -25.13647  18.53357  0.115
H  -7.19524  -27.20174  19.76325  0.113
H  -8.36943  -26.25814  20.66857  0.117
H  -5.60416  -26.21307  20.86350  0.073
H  -8.19070  -23.51473  18.57652  -0.106
C  -7.45541  -19.32669  19.61264  -0.696
O  -7.24863  -18.70418  20.64181  -0.011
N  -7.32893  -18.76756  18.36581  0.138
N  -7.82618  -20.63870  19.57619  0.147
H  -7.03250  -17.82691  18.20583  0.087
H  -7.54369  -19.31646  17.54736  0.050
H  -7.99177  -21.12099  20.43730  0.098
H  -8.01280  -21.08886  18.68967  -0.074

# 6
Molecular formula: C5H16MnN3S
Method: DFT, ωB97M-V with the def2-TZVPD basis set

Computed properties:
- Gap between HOMO and LUMO (spin up / spin down): 8.94 / 7.72 eV
- Multiplicity: 4
- HOMO level (spin up / spin down): -0.4577 / -0.4041 Eh
- Total charge: +1
- Lowest unoccupied orbital energy (spin up / spin down): -3.52 / -3.28 eV
- <S²>: 3.9066

Each line ends with the Löwdin charge.
Atoms and positions in Å:
C  1.46559  0.69731  -4.01752  -0.265
Mn  1.55353  -0.13639  -2.30050  0.320
N  2.04634  -0.37385  0.13309  0.001
H  3.14148  -0.27175  -2.52325  0.058
H  1.53362  0.35102  0.67156  0.035
H  3.02731  -0.80048  -1.83868  0.076
H  2.49348  0.66632  -4.44199  0.008
H  0.98420  1.67941  -3.88735  0.013
H  0.91086  -0.05144  -4.58140  0.009
H  1.72840  -1.28796  0.48675  0.061
H  3.02714  -0.29583  0.44784  0.069
S  -0.60702  0.36009  -1.68851  0.714
C  -0.99980  0.17908  -0.02236  -0.768
N  -1.60471  -0.93906  0.35858  0.025
C  -1.72023  -1.31353  1.76800  -0.147
C  -2.15232  -0.10628  2.56566  -0.158
C  -1.28422  1.09971  2.30038  -0.143
N  -0.73182  1.09748  0.92945  0.028
H  -1.59094  -1.67443  -0.33855  0.136
H  -0.76532  -1.69436  2.15492  0.130
H  -2.44427  -2.12102  1.82815  0.133
H  -2.14131  -0.34249  3.63413  0.131
H  -3.18749  0.13240  2.32524  0.126
H  -0.46367  1.13113  3.02591  0.126
H  -1.84651  2.02564  2.43792  0.132
H  -0.37231  1.98929  0.57257  0.151

no.,molar mass (g/mol),maximum force (eV/Å)
1,153.32,2.0
2,150.23,6.8
3,371.01,11.4
4,728.29,5.6
5,311.10,0.8
6,205.21,3.7